# C31H26CrNO3

C31H26CrNO3 as an isolated structure at a distorted geometry (ωB97M-V/def2-TZVPD, the OMol25 dataset).

```
62
C31H26CrNO3 | the OMol25 dataset | ωB97M-V/def2-TZVPD
C 1.727 0.984 4.771
C 1.277 1.063 3.377
C 1.933 0.761 2.182
C 1.014 0.973 1.134
C -0.210 1.341 1.703
C -1.535 1.416 1.081
N 0.004 1.443 3.056
C -0.953 1.930 4.038
H 2.770 0.663 4.787
H 1.679 1.957 5.276
H 1.134 0.257 5.342
H 2.949 0.394 2.113
H 1.200 0.922 0.074
H -1.420 1.587 0.009
H -2.067 0.454 1.193
H -2.160 2.220 1.487
H -1.836 2.308 3.523
H -1.246 1.139 4.737
H -0.511 2.752 4.614
O -2.470 4.000 -1.782
C -2.359 3.085 -2.497
Cr -1.942 1.650 -3.644
C -0.211 1.894 -2.947
O 0.822 2.158 -2.467
C -1.352 2.939 -4.933
O -0.853 3.765 -5.587
C -3.539 0.846 -4.861
C -3.973 0.908 -3.535
C -3.192 0.361 -2.503
C -1.991 -0.332 -2.778
C -1.079 -0.753 -1.731
C -0.167 -1.164 -1.019
C 0.796 -1.634 -0.116
C 2.197 -1.554 -0.522
C 2.470 -1.120 -1.844
C 3.767 -0.846 -2.272
C 4.840 -0.955 -1.382
C 4.594 -1.396 -0.078
C 3.325 -1.838 0.288
C 0.305 -2.233 1.118
C -1.069 -2.581 1.172
C -1.651 -3.082 2.331
C -0.896 -3.220 3.495
C 0.433 -2.786 3.497
C 1.042 -2.393 2.311
C -1.575 -0.379 -4.132
C -2.346 0.164 -5.161
H -4.112 1.318 -5.661
H -4.907 1.423 -3.296
H -3.498 0.470 -1.461
H 1.647 -1.009 -2.551
H 3.934 -0.541 -3.306
H 5.856 -0.727 -1.706
H 5.401 -1.433 0.655
H 3.236 -2.437 1.190
H -1.684 -2.456 0.280
H -2.706 -3.365 2.314
H -1.330 -3.662 4.394
H 1.007 -2.756 4.422
H 2.096 -2.130 2.358
H -0.618 -0.851 -4.350
H -1.999 0.090 -6.194
```

Charge: +2
Largest force on an atom: 5.186 eV Å⁻¹
Gap between HOMO and LUMO (alpha / beta): 6.6 / 5.5 eV
<S²>: 3.816
Multiplicity: 4

---

# C9H11N4

A 2-piece molecular cluster, C9H11N4 overall at a distorted geometry (ωB97M-V/def2-TZVPD, the OMol25 dataset).

```
24
C9H11N4 | the OMol25 dataset | ωB97M-V/def2-TZVPD
C 1.124 -0.991 -1.621
C 2.253 -1.806 -1.471
C 2.200 0.463 0.031
C 0.992 0.089 -0.751
C 3.356 -0.383 -0.008
C 0.642 2.034 0.173
C -3.267 0.969 -0.454
C -3.080 0.105 0.646
C -4.126 -0.751 1.265
N 3.302 -1.528 -0.707
N 1.934 1.673 0.580
N 4.389 0.050 0.632
N 0.063 1.094 -0.516
H 0.273 -1.457 -2.039
H 2.178 -2.820 -1.956
H 0.236 2.942 0.615
H -2.500 1.586 -0.921
H -4.158 1.344 -0.822
H -2.077 -0.085 0.881
H -4.405 -1.693 0.819
H -5.039 -0.148 1.269
H -3.788 -1.023 2.333
H 4.228 0.907 1.180
H 5.272 -0.572 0.843
```

Charge: +1
Largest force on an atom: 5.329 eV Å⁻¹
Relative energy (zero: lowest compared OMol25 entry of this formula, charge and spin): 459.07 kJ/mol
Gap between HOMO and LUMO: 3.6 eV

---

# C18H41LaN2O2P3

C18H41LaN2O2P3 as an isolated structure at a distorted geometry (ωB97M-V/def2-TZVPD, the OMol25 dataset).

```
67
C18H41LaN2O2P3 | the OMol25 dataset | ωB97M-V/def2-TZVPD
La -0.572 0.132 0.353
P 1.734 1.139 1.986
P -1.215 2.651 -0.357
P 1.829 -0.379 -0.995
H -1.693 -4.478 0.906
C -0.593 -4.497 0.895
C 0.154 -4.367 2.022
H -0.300 -4.150 2.998
C 1.378 1.638 3.724
C 2.505 2.715 1.431
C 3.185 0.107 2.368
C -2.547 2.296 -1.523
C -1.885 3.884 0.763
C 0.055 3.604 -1.265
C 2.665 -1.943 -0.523
C 3.283 0.638 -1.295
C 1.198 -0.675 -2.668
H -0.136 -4.449 -0.108
H 1.238 -4.316 1.982
H 1.385 0.749 4.378
H 0.405 2.153 3.786
H 2.189 2.327 4.022
H 1.718 3.480 1.317
H 3.045 2.582 0.483
H 3.201 3.019 2.228
H 2.868 -0.681 3.062
H 3.932 0.742 2.860
H 3.625 -0.356 1.482
H -2.854 3.281 -1.884
H -3.419 1.802 -1.069
H -2.187 1.686 -2.362
H -2.215 4.743 0.161
H -1.071 4.147 1.458
H -2.718 3.431 1.321
H -0.427 4.536 -1.606
H 0.467 3.036 -2.119
H 0.893 3.826 -0.576
H 3.024 -2.390 -1.461
H 1.995 -2.643 0.008
H 3.519 -1.717 0.130
H 3.726 0.231 -2.209
H 4.000 0.571 -0.474
H 3.005 1.682 -1.452
H 2.052 -0.903 -3.307
H 0.675 0.198 -3.077
H 0.498 -1.514 -2.723
C -2.214 -1.540 -2.494
C -3.206 -0.927 -3.236
C -3.333 -1.370 -4.550
C -2.498 -2.372 -5.056
C -1.596 -3.021 -4.213
C -1.497 -2.647 -2.872
O -1.792 -0.960 -1.281
H -2.593 -0.502 -0.933
H -3.762 -0.076 -2.826
H -4.081 -0.919 -5.180
H -2.571 -2.684 -6.088
H -0.990 -3.865 -4.557
H -0.808 -3.109 -2.169
N -0.535 -1.286 4.271
C -1.340 -0.455 3.580
N -2.078 0.443 4.240
O -1.358 -0.505 2.297
H -0.603 -1.293 5.285
H 0.035 -1.963 3.770
H -2.651 1.084 3.680
H -2.142 0.397 5.258
```

Charge: +3
Largest force on an atom: 2.253 eV Å⁻¹
Gap between HOMO and LUMO: 7.6 eV

---

# C20H17Cl2N3O5S

C20H17Cl2N3O5S in the gas phase at a distorted geometry (ωB97M-V/def2-TZVPD, the OMol25 dataset).

```
48
C20H17Cl2N3O5S | the OMol25 dataset | ωB97M-V/def2-TZVPD
C -6.510 -0.726 0.321
O -6.148 0.480 -0.316
C -4.896 0.995 -0.198
C -4.764 2.292 -0.695
C -3.560 2.962 -0.689
C -2.439 2.348 -0.137
C -1.133 2.971 -0.144
N -0.182 2.417 0.492
N 1.044 2.881 0.607
C 2.061 2.307 0.140
N 3.348 2.687 0.434
C 4.378 1.915 0.004
O 5.541 2.101 0.256
C 3.881 0.772 -0.882
C 4.259 -0.577 -0.272
C 3.698 -0.723 1.125
O 3.408 0.185 1.854
O 3.566 -2.005 1.473
S 2.078 0.967 -1.043
C -2.565 1.056 0.375
C -3.755 0.356 0.330
O -3.860 -0.954 0.742
C -2.718 -1.585 1.265
C -1.605 -1.805 0.266
C -1.823 -1.684 -1.100
C -0.802 -1.856 -2.015
C 0.465 -2.179 -1.559
Cl 1.758 -2.386 -2.677
C 0.712 -2.341 -0.206
C -0.322 -2.141 0.691
Cl 0.013 -2.323 2.375
H -6.010 -1.587 -0.125
H -7.586 -0.813 0.172
H -6.292 -0.697 1.391
H -5.651 2.751 -1.102
H -3.491 3.957 -1.099
H -1.002 3.872 -0.748
H 3.503 3.414 1.119
H 4.327 0.859 -1.876
H 3.911 -1.402 -0.895
H 5.349 -0.634 -0.195
H 3.211 -2.080 2.375
H -1.670 0.611 0.775
H -2.334 -1.032 2.134
H -3.083 -2.556 1.619
H -2.814 -1.439 -1.452
H -0.987 -1.739 -3.071
H 1.693 -2.618 0.144
```

Largest force on an atom: 2.024 eV Å⁻¹
Structure (SMILES): COc1ccc(/C=N/N=C2/NC(=O)[C@@H](CC(=O)O)S2)cc1OCc1ccc(Cl)cc1Cl
Gap between HOMO and LUMO: 8.4 eV